Entry 1:
{"formula": "C2H10N2", "method": "wB97M-V/def2-TZVPD", "charge": 1, "e_homo_ev": [-13.906, -13.869], "spin_multiplicity": 2, "homo_lumo_gap_ev": [10.28, 5.26], "e_tot_ev": -5207.1593, "relative_energy_kj_mol": 22.76, "elements": ["N", "H", "H", "H", "C", "C", "N", "H", "H", "H", "H", "H", "H", "H"], "positions_angstrom": [[2.20445, 0.70631, 0.10049], [3.02207, 0.98645, -0.41720], [2.25972, 1.18263, 0.98711], [1.96682, -0.26118, 0.11945], [-1.02644, 0.95918, -0.55496], [-1.32074, -0.45170, -0.10410], [-0.31221, -1.26064, 0.44689], [-1.29807, 1.08169, -1.60069], [-0.04434, 1.36146, -0.37003], [-1.70354, 1.61651, -0.01158], [-1.68445, -1.03899, -0.96121], [-2.19248, -0.48197, 0.58457], [-0.62464, -2.19936, 0.69609], [0.42526, -0.91797, 1.05577]]}

Entry 2:
{"formula": "C13H22BrO3PSi", "method": "wB97M-V/def2-TZVPD", "e_homo_ev": -8.645, "homo_lumo_gap_ev": 9.11, "e_tot_ev": -107193.9250, "elements": ["C", "C", "C", "C", "C", "C", "Si", "Br", "C", "C", "C", "C", "C", "P", "O", "O", "O", "C", "C", "H", "H", "H", "H", "H", "H", "H", "H", "H", "H", "H", "H", "H", "H", "H", "H", "H", "H", "H", "H", "H", "H"], "positions_angstrom": [[-0.15575, 3.61195, 4.57476], [-0.46511, 3.07860, 3.17968], [-1.70661, 2.55112, 2.95188], [-1.99287, 2.03182, 1.71723], [-1.02959, 2.06934, 0.74264], [-1.33063, 1.44832, -0.61998], [-1.07587, -0.42675, -0.50309], [-3.02882, -1.42856, -1.05761], [0.33660, -0.97917, -1.62021], [0.13815, -2.40055, -2.18105], [1.21432, -2.76470, -3.23402], [2.63226, -2.48759, -2.72644], [0.96877, -1.93970, -4.50657], [-0.50793, -1.12544, 1.55146], [0.61355, -0.39687, 2.15748], [-0.02495, -2.66893, 1.31450], [-1.81221, -1.20959, 2.48974], [0.19941, 2.61626, 0.96168], [0.47405, 3.12988, 2.20325], [-0.38389, 2.80740, 5.27468], [-0.73465, 4.50596, 4.79137], [0.91996, 3.77042, 4.64450], [-2.47889, 2.52479, 3.70956], [-2.94758, 1.57832, 1.47756], [-2.33303, 1.68910, -0.97357], [-0.62593, 1.84759, -1.35133], [1.20397, -1.02845, -0.95023], [0.57524, -0.23690, -2.37982], [0.16602, -3.13595, -1.37334], [-0.84472, -2.50096, -2.64339], [1.11625, -3.83062, -3.44936], [2.72322, -2.92001, -1.72626], [3.38392, -2.88616, -3.40638], [2.81977, -1.41911, -2.61225], [1.24879, -0.89447, -4.38420], [-0.06870, -2.00759, -4.83712], [1.61043, -2.33081, -5.30182], [0.33267, -2.94079, 2.17403], [-1.52119, -1.47360, 3.37553], [0.93117, 2.63482, 0.16695], [1.46044, 3.53756, 2.37957]]}

Entry 3:
{"formula": "C4H7N3O", "method": "wB97M-V/def2-TZVPD", "e_homo_ev": -8.272, "homo_lumo_gap_ev": 9.05, "e_tot_ev": -10773.5847, "relative_energy_kj_mol": 594.60, "elements": ["O", "N", "C", "N", "N", "C", "C", "C", "H", "H", "H", "H", "H", "H", "H"], "positions_angstrom": [[0.42312, -1.90309, -1.16977], [0.64477, -0.42985, -1.05720], [1.33779, -0.34937, 0.27359], [1.06761, 0.36741, 1.26031], [0.09942, 1.22833, 1.32477], [-0.92196, 1.13523, 0.31831], [-1.70114, -0.03311, 0.03475], [-0.67218, 0.23264, -0.95261], [-0.39321, -1.95362, -0.58418], [2.40165, -0.78814, 0.43471], [0.20520, 1.95109, 2.15266], [-1.47381, 2.08226, 0.29128], [-1.58253, -1.09760, 0.57625], [-2.71512, 0.27721, -0.24477], [-0.76479, 0.67990, -2.00721]]}

Entry 4:
{"formula": "C48H46AsClCoN5O9PS", "method": "wB97M-V/def2-TZVPD", "charge": 1, "e_homo_ev": [-9.035, -9.034], "spin_multiplicity": 5, "homo_lumo_gap_ev": [6.53, 2.55], "e_tot_ev": -207505.9125, "relative_energy_kj_mol": 248.58, "elements": ["Co", "O", "C", "O", "C", "C", "Cl", "N", "N", "C", "C", "O", "O", "C", "C", "C", "C", "C", "C", "H", "H", "H", "H", "H", "H", "C", "O", "P", "O", "C", "O", "C", "H", "H", "H", "H", "H", "H", "H", "H", "H", "N", "C", "N", "S", "H", "H", "H", "H", "C", "C", "C", "C", "C", "C", "N", "C", "C", "C", "C", "C", "C", "C", "O", "O", "C", "C", "H", "H", "H", "H", "H", "H", "H", "H", "H", "H", "H", "H", "H", "H", "C", "C", "C", "C", "C", "C", "As", "C", "C", "C", "C", "C", "C", "C", "C", "C", "C", "C", "C", "H", "H", "H", "H", "H", "H", "H", "H", "H", "H", "H", "H", "H"], "positions_angstrom": [[0.51137, 0.84671, 0.16767], [-4.23879, 1.73270, 3.03641], [-3.23765, 2.30294, 3.71957], [-3.33041, 2.70537, 4.86877], [-1.93611, 2.41791, 3.02546], [-0.93679, 3.40988, 3.18240], [-0.77997, 4.65927, 4.29138], [0.10189, 3.11414, 2.34309], [-0.29255, 2.04889, 1.45275], [-1.50267, 1.67693, 1.81048], [-2.12589, 0.69969, 0.94484], [-3.28501, 0.28214, 1.21894], [-1.40018, 0.36935, -0.08160], [1.40127, 3.76058, 2.15125], [2.43703, 2.88135, 1.89709], [3.62604, 3.47796, 1.31768], [3.66018, 4.77874, 0.81193], [2.60369, 5.64146, 1.12853], [1.49800, 5.14553, 1.78457], [-3.83198, 1.13819, 2.24873], [2.37984, 1.86277, 2.16040], [4.50297, 2.78925, 1.24316], [4.52893, 5.12765, 0.24045], [2.60407, 6.78025, 0.97120], [0.59885, 5.77483, 1.93573], [-2.97592, 5.42590, -2.43348], [-2.66248, 4.50600, -3.51276], [-1.40431, 3.57409, -3.17785], [-1.12415, 2.86385, -4.60737], [-1.69796, 3.57842, -5.79138], [-0.26059, 4.69556, -3.25629], [1.15922, 4.77981, -3.60246], [-3.96269, 5.12365, -1.98806], [-3.16082, 6.34335, -2.96432], [-2.12427, 5.53429, -1.74057], [-1.85217, 2.74034, -6.51812], [-0.99978, 4.34810, -6.17384], [-2.72548, 4.02353, -5.59276], [1.25607, 4.51944, -4.68657], [1.66647, 4.08124, -2.95637], [1.49118, 5.79830, -3.42315], [4.16245, 0.75113, -3.00772], [3.47125, 0.71527, -1.80237], [4.13795, 0.48141, -0.63047], [1.75978, 0.97104, -1.82568], [5.20212, 0.91306, -3.07508], [3.58063, 0.93662, -3.81962], [5.13688, 0.18863, -0.64187], [3.49263, 0.16236, 0.13935], [-1.29807, -0.32383, 5.77826], [0.20520, -0.10948, 5.64203], [0.78960, 1.18336, 5.61724], [2.18039, 1.32863, 5.58391], [2.97689, 0.23795, 5.18523], [2.33347, -0.98678, 4.94073], [2.98565, -1.95739, 4.15648], [2.44198, -2.90919, 3.26252], [2.68924, -4.27778, 3.47028], [1.84637, -5.24896, 2.93999], [0.82182, -4.87942, 2.06117], [0.76876, -3.57461, 1.56718], [1.57129, -2.58924, 2.14725], [1.66575, -1.28447, 1.44606], [2.63760, -0.50586, 1.60018], [0.65076, -1.10743, 0.70448], [0.97205, -1.26031, 5.36782], [0.51693, -2.69358, 5.57247], [-1.86972, 0.63956, 5.82930], [-1.50160, -0.79932, 6.75322], [-1.61491, -0.97500, 4.95905], [0.10617, 2.04420, 5.75437], [2.57996, 2.28688, 5.82290], [4.05711, 0.29129, 5.07474], [3.84814, -1.57336, 3.78565], [3.42241, -4.58282, 4.15373], [2.08579, -6.29759, 3.19350], [0.00468, -5.56394, 1.73175], [0.20382, -3.33377, 0.65194], [1.33669, -3.40347, 5.69107], [-0.04161, -3.07461, 4.67171], [-0.09742, -2.71810, 6.51217], [-4.58310, 0.03256, -4.90726], [-3.44137, -0.33362, -5.61968], [-2.34342, -0.90825, -4.94800], [-2.29302, -0.97906, -3.55397], [-3.35092, -0.37854, -2.84032], [-4.50207, 0.01254, -3.47687], [-0.72185, -1.63373, -2.56870], [0.06169, -3.05490, -3.62734], [1.17235, -2.88230, -4.44848], [1.81311, -3.98638, -4.89010], [1.36120, -5.28559, -4.66284], [0.34827, -5.49682, -3.75035], [-0.25165, -4.37626, -3.16477], [-1.21194, -4.41557, -2.04262], [-1.76464, -5.62619, -1.56229], [-2.79974, -5.55097, -0.60271], [-3.20680, -4.32684, -0.16816], [-2.60009, -3.12515, -0.56923], [-1.60624, -3.17789, -1.53799], [-5.46145, 0.27776, -5.49686], [-3.39260, -0.21827, -6.72452], [-1.59621, -1.32926, -5.63353], [-3.34887, -0.25710, -1.76283], [-5.34326, 0.37340, -2.93216], [1.47300, -1.89449, -4.84722], [2.71881, -3.78513, -5.47849], [1.83929, -6.10486, -5.24613], [0.14026, -6.53512, -3.48083], [-1.34423, -6.54622, -1.90696], [-3.21843, -6.51681, -0.25874], [-4.10487, -4.22699, 0.43256], [-2.83854, -2.20541, -0.13309]]}